(1)
# C16H45NO10

6 unconnected molecules or ions with the total composition C16H45NO10 at a distorted geometry (ωB97M-V/def2-TZVPD, the OMol25 dataset).

Values from the calculation:
SMILES: COCCNCCOC.OCCO.OCCO.OCCO.CCO.CCO
Kohn-Sham gap in eV: 8.84

ORCA input file:
```
! RIJCOSX wB97M-V def2-TZVPD def2/J DEFGRID3
* xyz 0 1
C -9.4333 24.5213 -0.7742
O -9.8225 23.1926 -0.8922
C -8.8085 22.4485 -1.4687
C -9.3053 20.9971 -1.5619
N -8.3481 20.2199 -2.3965
C -8.1813 20.6865 -3.7892
C -7.1556 19.9060 -4.5413
O -7.4056 18.7574 -4.9227
C -6.5962 18.1658 -5.8995
H -8.6905 24.5547 0.0012
H -10.3274 25.0743 -0.5512
H -8.9822 25.0232 -1.6197
H -7.9368 22.5216 -0.7630
H -8.6099 22.9129 -2.4458
H -10.3622 20.9672 -1.8293
H -9.3310 20.6283 -0.5738
H -7.4498 20.3032 -1.9075
H -7.6268 21.6771 -3.7790
H -9.1171 20.7737 -4.3128
H -6.1918 19.9956 -4.0199
H -7.0026 20.4679 -5.4384
H -6.5731 18.6607 -6.8385
H -7.0150 17.1462 -6.0605
H -5.6001 18.1151 -5.5825
C -13.4108 21.9158 0.9093
C -12.4839 21.0299 0.3072
O -13.1833 19.9282 -0.2462
H -13.8472 21.3734 1.7020
H -14.1976 22.2005 0.2066
H -12.9114 22.7880 1.3046
H -11.8077 20.6166 1.0049
H -11.8098 21.4987 -0.4094
H -12.5937 19.1617 -0.1079
C -12.9468 22.2076 -2.8148
C -11.9698 22.8598 -3.6202
O -11.4700 21.9906 -4.6213
H -12.5399 21.2976 -2.3484
H -13.8065 21.8960 -3.3492
H -13.2020 22.9035 -2.0526
H -11.0638 23.0772 -3.0477
H -12.4241 23.7700 -4.0824
H -10.7769 22.5111 -5.0708
C -12.6745 18.7493 -3.4298
C -12.7373 17.4005 -3.9528
O -11.9254 16.4653 -3.2866
O -11.5596 19.4372 -3.9707
H -12.6032 18.8372 -2.3918
H -13.5648 19.3118 -3.7855
H -12.6369 17.3615 -5.0077
H -13.7299 17.1436 -3.7534
H -12.4741 15.9408 -2.6694
H -11.6861 20.3856 -3.9423
C -9.8555 22.1347 -7.3997
C -9.5136 23.3796 -6.8445
O -9.1974 23.1768 -5.4651
O -10.0427 22.2684 -8.8056
H -10.7548 21.7811 -6.9647
H -9.0939 21.4192 -7.2738
H -10.3180 24.0828 -6.9432
H -8.6867 23.9233 -7.3619
H -8.2461 23.3851 -5.3671
H -10.4038 21.4110 -9.1508
C -16.3025 19.8579 -1.9351
C -15.9443 18.4310 -2.0819
O -16.4146 18.0032 -3.3100
O -15.8901 20.4052 -0.6657
H -17.4242 19.9112 -1.9849
H -15.8479 20.4546 -2.7133
H -16.4060 17.7873 -1.2910
H -14.8663 18.3044 -2.0082
H -17.2730 17.5651 -3.2404
H -14.9081 20.3265 -0.6731
*
```

(2)
# C16H46BF4N10O8

7 unconnected molecules or ions with the total composition C16H46BF4N10O8 at a distorted geometry (ωB97M-V/def2-TZVPD, the OMol25 dataset).

Values from the calculation:
Energy above the lowest of the compared OMol25 structures with the same formula, charge and spin in kcal per mole: 22.8
Kohn-Sham gap in eV: 8.00

ORCA input file:
```
! RIJCOSX wB97M-V def2-TZVPD def2/J DEFGRID3
* xyz -1 1
B -0.6638 0.0522 -0.7907
F -0.1730 -0.8234 0.2259
F -1.9224 -0.3294 -1.1628
F -0.6500 1.2716 -0.2132
F 0.2583 0.1836 -1.8289
C 0.0944 1.0167 -4.8758
O 0.2325 0.5981 -5.9795
N -0.8742 0.5449 -4.1763
N 0.8026 1.8670 -4.2995
H -1.3896 -0.1429 -4.7068
H -1.0829 0.5713 -3.1884
H 0.5334 2.3030 -3.4291
H 1.5543 2.2288 -4.8687
C -3.1462 2.7843 0.9608
O -2.1432 3.5190 1.1799
N -3.1141 1.4652 0.9833
N -4.3300 3.2720 0.7243
H -3.8783 0.9328 0.5925
H -2.2122 1.0121 0.9465
H -4.3974 4.2679 0.8785
H -4.9993 2.8157 0.1210
C 0.3925 1.1710 3.1401
O 0.3230 2.1201 2.3896
N 0.7056 0.0442 2.7588
N 0.2029 1.3594 4.4633
H 0.8181 -0.1458 1.7732
H 0.8291 -0.7023 3.4278
H 0.0761 2.2905 4.8338
H 0.1316 0.5776 5.0988
C -2.5046 -3.5257 1.1005
O -2.7523 -4.6009 1.7321
N -2.9899 -3.2866 -0.1301
N -1.7753 -2.5730 1.7230
H -2.7660 -2.4421 -0.6368
H -3.7362 -3.8780 -0.4668
H -1.3861 -2.5366 2.6543
H -1.4011 -1.8547 1.1195
C -2.3127 3.5001 -3.4320
O -1.2502 3.3692 -2.5412
C -0.6735 4.5999 -2.1487
C 0.6647 4.5086 -1.3840
N 0.5269 3.5412 -0.2906
C 1.9648 3.1163 0.1127
C 2.6035 4.1493 1.0208
O 1.7293 4.3437 2.1996
C 2.3614 5.2793 3.0767
H -1.8329 3.8992 -4.3257
H -2.9897 4.2411 -3.0069
H -2.8009 2.5460 -3.6309
H -1.3989 5.1057 -1.5115
H -0.5603 5.3355 -2.9451
H 0.7460 5.4979 -0.9336
H 1.4552 4.3096 -2.1076
H 0.1592 2.7211 -0.7514
H 2.5216 2.9602 -0.8112
H 1.7036 2.2251 0.6834
H 3.0007 5.0737 0.6017
H 3.5501 3.7320 1.3643
H 3.4304 5.0875 3.1695
H 1.9254 5.0504 4.0491
H 2.3020 6.3190 2.7549
C 0.7164 -2.6108 -3.3753
O 1.3191 -3.5510 -2.3875
C 1.2035 -3.1595 -0.9755
C 2.2398 -3.8384 -0.0620
N 2.0676 -5.2810 -0.1297
C 0.8728 -5.7584 0.5432
C 0.8113 -5.6301 2.0816
O 1.9598 -6.2892 2.6479
C 1.6318 -6.7474 3.9963
H -0.3149 -2.4305 -3.0723
H 0.5449 -3.1495 -4.3073
H 1.2386 -1.6977 -3.6610
H 0.1805 -3.2545 -0.6112
H 1.4843 -2.1108 -1.0726
H 2.3519 -3.4689 0.9573
H 3.1827 -3.6410 -0.5720
H 2.6711 -5.6839 0.5728
H 0.9814 -6.7883 0.2032
H -0.0978 -5.6170 0.0678
H -0.1471 -6.0060 2.4399
H 0.8389 -4.5564 2.2669
H 0.7652 -7.4043 4.0710
H 1.5413 -5.9295 4.7110
H 2.4651 -7.3351 4.3814
*
```

(3)
# C16H46BN2O5Sn

A molecular structure, C16H46BN2O5Sn at a distorted geometry (ωB97M-V/def2-TZVPD, the OMol25 dataset).

Values from the calculation:
Kohn-Sham gap in eV: 2.34

ORCA input file:
```
! RIJCOSX wB97M-V def2-TZVPD def2/J DEFGRID3
* xyz 1 1
Sn 2.4106 -2.2965 -4.3434
B 0.5117 -1.0357 -0.2449
H 1.4878 -1.3133 0.1219
H 0.5617 -0.1805 -0.9008
H 0.0652 -1.8349 -0.8161
H -0.1625 -0.7388 0.5435
C -0.1542 2.1763 -4.4262
O 1.2771 2.1705 -4.3450
C 2.0641 3.3297 -4.3384
C 3.2620 3.0111 -3.3995
N 4.1346 1.9900 -3.9994
C 5.3482 1.8626 -3.2594
C 5.1700 1.4152 -1.7867
O 4.8289 0.0293 -1.7384
C 5.0375 -0.5057 -0.3914
H -0.3999 1.1426 -4.1825
H -0.5207 2.6546 -5.3345
H -0.5078 2.8595 -3.6540
H 1.5677 4.2467 -4.0210
H 2.2948 3.3894 -5.4020
H 2.9068 2.7164 -2.4121
H 3.8411 3.8889 -3.1129
H 4.2650 2.2989 -4.9521
H 5.8597 2.8226 -3.1897
H 6.0122 1.2268 -3.8451
H 4.3727 1.8909 -1.2156
H 6.0205 1.5769 -1.1244
H 6.1057 -0.6768 -0.2583
H 4.6205 -1.5069 -0.5003
H 4.4927 -0.2540 0.5185
C -5.7333 -2.0540 -0.3528
C -5.1881 -1.1141 -1.4745
C -6.4073 -0.5374 -2.4039
O -6.0911 -0.2333 -3.7506
C -7.2236 -0.1937 -4.6489
N -4.4384 0.0184 -0.8278
H -4.8511 -2.6205 -0.0548
H -6.4342 -2.7497 -0.8142
H -6.1101 -1.6794 0.5989
H -4.5539 -1.7016 -2.1384
H -6.9103 0.3219 -1.9604
H -7.1605 -1.3234 -2.3498
H -7.7394 -1.1473 -4.7615
H -6.7832 0.0474 -5.6163
H -7.8353 0.5647 -4.1603
H -4.1230 0.7408 -1.4592
H -3.5209 -0.3303 -0.5896
C -0.9521 -3.3964 4.6700
C 0.4364 -3.9183 4.2564
C 0.4219 -5.1502 3.3574
O 1.1107 -2.8041 3.7448
H -1.7529 -3.3866 3.9306
H -0.9222 -2.4144 5.1421
H -1.3553 -4.0579 5.4368
H 0.9365 -4.1370 5.1999
H -0.1405 -5.9617 3.8192
H 1.4389 -5.4693 3.1292
H -0.1554 -5.0237 2.4416
H 0.8329 -2.6933 2.8326
C 2.2338 2.4153 4.7127
C 1.3935 2.1882 5.9484
C -0.1531 2.3937 5.6922
O 1.5780 0.8147 6.3429
H 3.2936 2.2655 4.9188
H 2.1862 3.4315 4.3213
H 1.8794 1.7336 3.9396
H 1.7854 2.9308 6.6435
H -0.7591 2.4289 6.5975
H -0.3789 1.7365 4.8525
H -0.2807 3.4064 5.3096
H 1.6531 0.3031 5.5341
*
```

(4)
# C16H46F6NiO10P

A molecular structure, C16H46F6NiO10P at a distorted geometry (ωB97M-V/def2-TZVPD, the OMol25 dataset).

Values from the calculation:
Kohn-Sham gap (spin up / spin down) in eV: 4.75 / 8.66

ORCA input file:
```
! RIJCOSX wB97M-V def2-TZVPD def2/J DEFGRID3
* xyz 0 4
Ni -9.6173 -15.5059 23.9472
P -10.9384 -12.2046 22.8661
F -10.3454 -13.7134 22.9962
F -9.9539 -11.7282 24.0471
F -9.7268 -11.7646 21.8737
F -11.5740 -10.6766 22.8406
F -11.9511 -12.7049 21.7387
F -12.0385 -12.6305 24.0430
C -9.4762 -13.2850 18.7134
O -8.0810 -13.2509 19.0796
H -9.5980 -14.1483 18.0592
H -10.0353 -13.3051 19.6488
H -9.7953 -12.4604 18.0760
H -7.6232 -13.4942 18.2717
C -7.4122 -10.7573 25.0571
O -8.4017 -10.0207 25.8211
H -7.5823 -11.8312 25.1337
H -7.4924 -10.6851 23.9725
H -6.3822 -10.7424 25.4136
H -9.0222 -10.6923 26.1137
C -13.2541 -12.4895 19.0714
O -13.5613 -12.1096 17.7502
H -12.2359 -12.7165 19.3874
H -13.5451 -11.6534 19.7073
H -13.9239 -13.2979 19.3645
H -14.4416 -12.3263 17.4343
C -9.1579 -8.1790 22.5314
O -8.3187 -7.9025 23.6832
H -9.3606 -9.2398 22.3840
H -10.1024 -7.6360 22.5004
H -8.4794 -7.8221 21.7566
H -7.4151 -8.0778 23.4103
C -15.4465 -12.3154 24.2596
O -15.3432 -11.7097 25.5373
C -14.4374 -10.6976 25.6244
C -14.8989 -9.9507 26.9065
O -13.8994 -8.9154 27.0478
C -13.9328 -8.1492 28.2436
H -14.5542 -12.9009 24.0378
H -15.6663 -11.6800 23.4018
H -16.2235 -13.0568 24.4457
H -14.4609 -10.0527 24.7460
H -13.4200 -11.0733 25.7335
H -14.9975 -10.5660 27.8009
H -15.8100 -9.3528 26.8827
H -12.9170 -7.7855 28.3987
H -14.2568 -8.6656 29.1472
H -14.6380 -7.3222 28.1610
C -9.4558 -18.3379 25.1406
O -8.9836 -17.4449 24.0825
C -7.5250 -17.4128 24.1074
C -6.9434 -16.5045 22.9985
O -7.7054 -15.2212 23.0077
C -7.0368 -14.1996 22.1931
H -10.5336 -18.4986 25.1676
H -9.1147 -18.1456 26.1579
H -9.1531 -19.3370 24.8270
H -7.2807 -18.4682 23.9867
H -7.2496 -17.1165 25.1196
H -7.1540 -17.0513 22.0793
H -5.8591 -16.4130 23.0609
H -6.7424 -14.6947 21.2678
H -6.1043 -13.8162 22.6072
H -7.7547 -13.4640 21.8304
C -9.7253 -16.5177 20.7640
O -10.3284 -16.5491 22.0539
C -11.7495 -16.7250 22.0492
C -12.2175 -16.9272 23.4474
O -11.5310 -15.9846 24.3051
C -12.2581 -15.8190 25.5466
H -10.4520 -16.6919 19.9705
H -8.9945 -17.3191 20.6552
H -9.0904 -15.6603 20.5406
H -11.9621 -17.6382 21.4933
H -12.3158 -16.0086 21.4542
H -11.9449 -17.9197 23.8062
H -13.3067 -16.8969 23.4190
H -11.7638 -16.4121 26.3160
H -13.3190 -16.0523 25.4563
H -12.3549 -14.8002 25.9218
*
```

(5)
# C16H46N4O5

5 unconnected molecules or ions with the total composition C16H46N4O5 at a distorted geometry (ωB97M-V/def2-TZVPD, the OMol25 dataset).

Values from the calculation:
SMILES: COC[C@H](C)N.COC[C@H](C)N.COC[C@H](C)N.COC[C@H](C)N.O
Energy above the lowest of the compared OMol25 structures with the same formula, charge and spin in kcal per mole: 72.7
Kohn-Sham gap in eV: 9.50

ORCA input file:
```
! RIJCOSX wB97M-V def2-TZVPD def2/J DEFGRID3
* xyz 0 1
C -4.2063 -3.5816 -3.3816
C -5.5177 -3.1979 -2.6587
C -5.7354 -3.9865 -1.3020
O -7.0839 -3.9513 -0.8494
C -7.2870 -4.1151 0.5527
N -5.5582 -1.7822 -2.3029
H -4.1184 -4.6462 -3.5986
H -3.2951 -3.2446 -2.8874
H -4.1446 -3.2494 -4.4179
H -6.4112 -3.4014 -3.2490
H -5.1235 -3.6817 -0.4530
H -5.6156 -5.0584 -1.4595
H -8.3677 -3.9873 0.6133
H -6.7284 -3.3937 1.1490
H -6.9684 -5.0610 0.9907
H -6.4378 -1.5048 -1.8913
H -5.5116 -1.2486 -3.1592
C 9.0535 8.0215 -2.0235
C 7.6403 7.7456 -1.4800
C 7.5384 6.3268 -0.8692
O 6.1387 5.9492 -0.7566
C 5.9822 4.6494 -0.2174
N 7.4699 8.6663 -0.4646
H 9.0690 8.9914 -2.5206
H 9.2469 7.2853 -2.8038
H 9.7781 7.9400 -1.2133
H 6.8402 7.9657 -2.1867
H 8.0609 6.2518 0.0845
H 8.0096 5.6631 -1.5941
H 6.3253 4.4281 0.7933
H 6.4361 3.9100 -0.8772
H 4.9217 4.4445 -0.0709
H 8.1360 8.5567 0.2866
H 6.6202 8.4874 0.0512
C 1.1885 -9.5109 -2.8406
C 2.3658 -8.6951 -2.1656
C 2.0391 -7.2214 -2.3697
O 2.9278 -6.4088 -1.6053
C 2.6985 -5.0146 -1.7167
N 2.3254 -9.0430 -0.7233
H 0.1740 -9.1854 -2.6106
H 1.2509 -10.5423 -2.4934
H 1.2783 -9.4456 -3.9249
H 3.3076 -9.0128 -2.6130
H 1.0056 -7.0612 -2.0625
H 2.0953 -6.8401 -3.3892
H 1.8737 -4.5786 -1.1530
H 2.6708 -4.7368 -2.7704
H 3.5438 -4.5519 -1.2074
H 3.2499 -8.7743 -0.4180
H 1.7442 -8.3001 -0.3621
C -3.3069 6.4065 4.5605
C -2.8154 5.0439 4.1730
C -3.9429 4.0370 4.6627
O -3.2119 2.7810 4.6282
C -3.6809 1.8756 5.5087
N -2.7774 4.9155 2.7322
H -3.0213 6.5565 5.6017
H -4.3842 6.5086 4.4293
H -2.9329 7.1992 3.9126
H -1.7834 4.8982 4.4922
H -4.8187 3.9387 4.0213
H -4.1510 4.2756 5.7057
H -3.1259 0.9736 5.2506
H -4.7441 1.6663 5.3908
H -3.3615 2.2092 6.4960
H -3.7444 4.9648 2.4449
H -2.5706 3.9572 2.4895
O -1.8235 0.2440 0.5399
H -2.0670 0.2787 1.4650
H -2.6319 0.0021 0.0879
*
```

(6)
# C16H47NO7

7 unconnected molecules or ions with the total composition C16H47NO7 at a distorted geometry (ωB97M-V/def2-TZVPD, the OMol25 dataset).

Values from the calculation:
SMILES: COC[C@H](C)N.CCO.CCO.CCO.CCO.CCO.CCO
Energy above the lowest of the compared OMol25 structures with the same formula, charge and spin in kcal per mole: 53.9
Kohn-Sham gap in eV: 9.43

ORCA input file:
```
! RIJCOSX wB97M-V def2-TZVPD def2/J DEFGRID3
* xyz 0 1
C -29.6343 19.0063 30.3592
C -29.4693 19.5592 28.9916
O -30.5358 20.4266 28.6738
H -30.5092 18.3583 30.3070
H -29.8327 19.8142 31.0635
H -28.8576 18.3921 30.8149
H -29.5120 18.7360 28.2783
H -28.4884 20.0016 28.8181
H -30.5504 20.5656 27.7240
C -22.8966 18.5219 16.2714
C -22.2409 17.8196 17.4761
O -22.8758 16.5238 17.8501
H -23.9844 18.5919 16.2641
H -22.6905 18.0365 15.3174
H -22.5404 19.5445 16.1470
H -22.3563 18.5026 18.3176
H -21.1932 17.5528 17.3373
H -22.6345 16.2495 18.7378
C -35.6333 18.6996 24.0756
C -35.7184 19.3462 22.7564
O -34.5126 19.8072 22.2794
H -34.9206 17.8787 23.9963
H -36.5303 18.4620 24.6475
H -35.1998 19.4378 24.7503
H -36.4077 20.1905 22.7715
H -36.1553 18.8362 21.8979
H -34.5923 19.8481 21.3236
C -22.7639 23.7923 25.0666
C -22.2978 24.5129 23.7376
O -21.5380 23.4749 23.0656
H -23.4741 24.4242 25.5998
H -21.9402 23.5316 25.7312
H -23.2445 22.8568 24.7804
H -21.7155 25.3985 23.9919
H -23.1886 24.7496 23.1557
H -21.6774 23.6056 22.1248
C -35.5167 25.6381 23.2153
C -36.1610 25.9203 21.8493
O -35.1414 26.3900 20.9871
H -35.2799 26.5438 23.7736
H -34.5860 25.0747 23.1479
H -36.0806 25.0509 23.9402
H -36.9256 26.6963 21.8858
H -36.5796 24.9752 21.5034
H -35.5858 27.0313 20.4278
C -28.0720 21.0329 20.1579
C -28.7480 21.8238 21.4034
O -29.3177 20.7289 22.2294
H -27.7097 20.0474 20.4506
H -27.3424 21.6751 19.6646
H -28.6974 20.7980 19.2967
H -29.5099 22.4913 21.0011
H -28.0398 22.2619 22.1068
H -30.1920 20.5835 21.8606
C -30.7314 14.1397 22.2016
C -31.2964 14.0010 20.7934
C -30.0993 14.3498 19.8026
O -30.5116 13.9393 18.4781
C -29.5626 14.3417 17.4536
N -31.7698 12.6584 20.7993
H -29.8860 13.4689 22.3546
H -31.5374 14.0494 22.9298
H -30.4608 15.1800 22.3821
H -32.1599 14.6584 20.6926
H -29.2564 13.7630 20.1677
H -29.8979 15.4209 19.8151
H -28.6886 13.7548 17.7361
H -29.3633 15.4110 17.5237
H -29.9579 14.0965 16.4679
H -32.4167 12.5710 20.0286
H -31.0197 12.0060 20.6210
*
```

Number 1: E_tot -1443.52462 hartree. Number 2: E_tot -2211.26262 hartree. Number 3: E_tot -1361.27817 hartree. Number 4: E_tot -3838.29741 hartree. Number 5: E_tot -1232.25802 hartree. Number 6: E_tot -1219.04956 hartree.